This record from the Open Molecules 2025 dataset describes C4H4N2OS in the gas phase in a non-equilibrium geometry. The level of theory is the ωB97M-V functional and the def2-TZVPD basis.

XYZ file:
```
12
Properties=species:S:1:pos:R:3:forces:R:3:lowdin_charge:R:1
C -0.113 1.055 0.733 -0.01 -0.20 -0.23 -0.67
C 1.198 0.751 0.338 -0.14 0.47 0.39 -0.15
C 0.459 -1.060 -0.788 0.17 0.38 0.23 -0.37
C -0.849 -0.767 -0.399 0.04 0.06 0.08 -0.07
H -1.720 2.272 1.769 -0.78 -0.10 0.04 -0.15
H 2.024 1.395 0.669 -0.26 -0.36 -0.23 0.11
H -0.004 -2.608 -1.765 -0.94 -0.62 -0.28 0.09
H -1.690 -1.389 -0.677 0.02 -0.11 -0.14 0.12
N 1.480 -0.297 -0.416 -0.27 -0.23 -0.12 0.15
N -1.135 0.288 0.351 0.45 0.25 0.18 0.06
O 0.776 -2.122 -1.558 0.94 0.51 0.21 0.09
S -0.426 2.481 1.742 0.79 -0.06 -0.14 0.79
```
Forces are in eV/Å.

For the calculated total energy, the calculation gives -20075.42628 eV. As for the SMILES: Oc1cnc(S)cn1. As for the highest occupied orbital energy: -8.61 eV. As for the LUMO energy: 0.357 eV. The largest force on an atom comes out at 0.0226 Eh/bohr. Its energy above the lowest of the compared OMol25 structures with the same formula, charge and spin is 7.0 kcal per mole. The charge is 0. As for the frontier orbital gap: 8.966 eV.

This record from the Open Molecules 2025 dataset describes C21H30N4O3 in the gas phase. The level of theory is the ωB97M-V functional and the def2-TZVPD basis.

XYZ file:
```
58
Properties=species:S:1:pos:R:3:forces:R:3:lowdin_charge:R:1
C -7.295 -0.394 -0.832 0.05 -0.07 0.22 -0.11
C -6.577 -1.241 0.213 0.06 -0.10 -0.20 -0.26
C -5.162 -1.643 -0.203 0.08 0.23 0.16 -0.20
H -5.191 -2.097 -1.197 0.01 -0.10 -0.03 0.11
C -4.192 -0.452 -0.206 -0.24 -0.20 0.03 -0.20
N -2.827 -0.740 -0.609 0.09 -0.04 -0.05 -0.18
C -2.090 -1.636 0.263 -0.04 0.14 0.16 -0.18
H -1.124 -1.824 -0.213 -0.01 -0.09 0.00 0.11
H -2.591 -2.608 0.406 0.08 0.03 -0.03 0.12
C -1.812 -1.008 1.634 -0.12 -0.13 -0.10 -0.15
N -1.159 0.265 1.462 0.35 -0.34 0.03 0.08
C -1.811 1.425 1.639 0.38 0.30 -0.15 -0.48
O -2.877 1.532 2.212 -0.35 0.16 0.13 0.05
C -1.082 2.654 1.087 -0.24 0.23 0.16 -0.06
N -0.305 2.358 -0.093 -0.44 0.06 -0.03 0.07
C 1.016 2.591 -0.158 0.01 -0.06 -0.52 -0.48
O 1.652 3.170 0.697 0.28 0.07 0.16 0.08
C 1.705 2.059 -1.429 -0.35 0.10 0.23 -0.03
N 2.733 1.123 -1.023 -0.32 -0.28 0.04 0.00
C 4.052 1.453 -1.098 0.93 -0.08 0.07 -0.04
C 5.026 0.622 -0.675 -0.14 0.40 -0.20 -0.02
C 4.681 -0.642 -0.112 -0.42 -0.18 0.07 -0.16
C 5.638 -1.559 0.346 0.02 -0.05 0.02 -0.03
C 5.249 -2.760 0.889 0.11 0.11 -0.05 -0.07
C 3.896 -3.085 0.996 -0.18 -0.01 -0.01 -0.07
C 2.941 -2.201 0.556 -0.05 -0.01 -0.01 0.00
C 3.318 -0.976 -0.005 0.43 -0.15 0.11 -0.06
C 2.291 -0.054 -0.455 0.07 0.08 -0.15 -0.34
O 1.083 -0.267 -0.368 -0.09 -0.13 0.05 0.02
H 1.887 -2.428 0.629 -0.07 -0.03 0.01 0.11
H 3.605 -4.032 1.426 -0.04 -0.07 0.03 0.10
H 5.995 -3.459 1.238 0.07 -0.04 0.02 0.11
H 6.685 -1.305 0.265 0.10 0.01 0.00 0.11
H 6.062 0.908 -0.753 0.08 0.11 -0.04 0.11
H 4.269 2.423 -1.519 -0.03 0.03 0.00 0.13
H 0.991 1.547 -2.080 0.10 0.09 0.01 0.12
H 2.167 2.892 -1.960 -0.03 -0.09 0.07 0.14
H -0.750 1.770 -0.783 0.21 -0.04 -0.04 0.12
H -1.836 3.418 0.872 0.06 -0.14 0.14 0.13
H -0.397 3.048 1.845 -0.13 -0.05 -0.08 0.13
H -0.321 0.236 0.892 -0.08 0.19 0.04 0.10
H -1.166 -1.677 2.211 -0.13 0.00 0.01 0.12
H -2.732 -0.835 2.193 0.10 -0.08 0.02 0.11
C -2.671 -1.087 -2.013 0.25 0.18 -0.10 -0.25
C -1.449 -0.384 -2.605 -0.24 -0.31 0.02 -0.08
H -1.626 0.690 -2.643 -0.01 0.15 -0.01 0.07
H -0.568 -0.576 -1.997 0.10 0.00 0.01 0.04
H -1.262 -0.738 -3.616 0.09 0.01 -0.16 0.07
H -2.572 -2.174 -2.154 -0.10 0.05 -0.03 0.12
H -3.559 -0.764 -2.560 -0.04 -0.09 0.03 0.11
H -4.560 0.316 -0.892 -0.03 0.05 0.09 0.12
H -4.166 -0.005 0.790 -0.08 0.08 -0.02 0.10
H -4.798 -2.397 0.498 0.04 -0.07 -0.05 0.10
H -6.528 -0.690 1.155 -0.04 -0.05 0.10 0.11
H -7.160 -2.149 0.389 0.00 0.04 0.10 0.10
H -8.321 -0.207 -0.523 -0.10 0.08 -0.05 0.07
H -6.803 0.566 -0.963 0.00 0.13 -0.08 0.06
H -7.315 -0.908 -1.791 -0.02 -0.02 -0.13 0.07
```
Forces are in eV/Å.

For the calculated total energy, the calculation gives -34368.80678 eV. As for the SMILES: CCCCN(CC)CCNC(=O)CNC(=O)Cn1ccc2ccccc2c1=O. As for the highest occupied orbital energy: -8.20 eV. As for the LUMO energy: 0.300 eV. The largest force on an atom comes out at 0.0181 Eh/bohr. Its energy above the lowest of the compared OMol25 structures with the same formula, charge and spin is 20.8 kcal per mole. The charge is 0. As for the frontier orbital gap: 8.496 eV.

This record from the Open Molecules 2025 dataset describes C5H6O in the gas phase. The level of theory is the ωB97M-V functional and the def2-TZVPD basis.

XYZ file:
```
12
Properties=species:S:1:pos:R:3:forces:R:3:lowdin_charge:R:1
C -1.080 0.530 -0.080 0.00 -0.02 0.03 -0.12
C 0.247 1.264 0.034 0.13 -0.15 0.10 -0.07
C 1.280 0.418 0.053 -0.13 0.24 -0.06 -0.04
C 0.799 -0.980 -0.092 0.19 -0.10 -0.05 -0.25
O 0.088 -1.378 1.089 -0.06 -0.13 0.15 0.00
C -0.660 -0.934 -0.039 -0.24 0.09 -0.25 -0.25
H -1.772 0.795 0.727 0.14 0.00 -0.05 0.12
H -1.599 0.733 -1.028 0.10 -0.01 0.16 0.12
H 0.325 2.341 0.156 -0.07 -0.18 0.10 0.10
H 2.314 0.644 0.290 -0.08 0.18 -0.34 0.11
H 1.356 -1.720 -0.661 -0.03 -0.11 0.39 0.14
H -1.297 -1.712 -0.449 0.07 0.18 -0.16 0.14
```
Forces are in eV/Å.

For the calculated total energy, the calculation gives -7327.80572 eV. As for the SMILES: C1=C[C@H]2O[C@H]2C1. As for the highest occupied orbital energy: -9.48 eV. As for the LUMO energy: 1.157 eV. The largest force on an atom comes out at 0.0078 Eh/bohr. Its energy above the lowest of the compared OMol25 structures with the same formula, charge and spin is 34.1 kcal per mole. The charge is 0. As for the frontier orbital gap: 10.632 eV.